2 unconnected molecules or ions with the total composition C4H10N2 at a distorted geometry. Source: the Open Molecules 2025 dataset; level of theory: ωB97M-V with the def2-TZVPD basis set.

Each atom is followed by the atoms it is bonded to, with distances in Å.
Atoms and positions in Å:
1 C 0.48 3.00 -4.20  C2 1.331, H4 1.069, H5 1.073
2 C 0.82 1.94 -3.48  C1 1.331, N3 1.394, H6 1.087
3 N 0.46 0.61 -3.71  C2 1.394, H7 1.010, H8 1.005
4 H -0.27 2.87 -4.95  C1 1.069
5 H 0.90 3.96 -3.97  C1 1.073
6 H 1.33 2.05 -2.53  C2 1.087
7 H 0.24 0.46 -4.69  N3 1.010
8 H 1.10 -0.07 -3.36  N3 1.005
9 C -1.08 -2.39 2.89  C10 1.331, H12 1.081, H13 1.087
10 C -0.31 -1.63 3.66  C9 1.331, N11 1.414, H14 1.086
11 N -0.34 -1.60 5.08  C10 1.414, H15 1.004, H16 1.011
12 H -2.03 -2.88 3.10  C9 1.081
13 H -0.68 -2.95 2.05  C9 1.087
14 H 0.42 -0.94 3.26  C10 1.086
15 H 0.26 -0.89 5.46  N11 1.004
16 H -1.29 -1.52 5.40  N11 1.011

The calculation puts the largest force on an atom at 0.0320 hartree/bohr. As for the HOMO-LUMO gap: 9.3 eV. The total energy is -7288.05130 eV. Its HOMO energy is -8.267 eV. The SMILES is C=CN.C=CN.